# 1
Molecular formula: C33H43Cl2N2OP3W
Method: DFT, ωB97M-V with the def2-TZVPD basis set

As for the charge: +2. The spin multiplicity is 3. The calculation puts the frontier orbital gap (alpha / beta) at 5.99 / 3.91 eV. Its HOMO energy (alpha / beta) is -12.4 / -12.3 eV.

Last column: Mulliken spin population.
CARTESIAN COORDINATES (ANGSTROEM)
P 2.251 -5.519 -1.196  0.021
C 1.263 -7.065 -1.291  0.004
C 1.273 -7.941 -2.391  0.001
H 1.809 -7.676 -3.304  0.000
C 0.609 -9.168 -2.310  -0.001
H 0.654 -9.850 -3.161  0.000
C -0.098 -9.517 -1.158  0.001
H -0.604 -10.482 -1.100  0.000
C -0.150 -8.625 -0.078  -0.001
H -0.706 -8.885 0.822  0.000
C 0.510 -7.399 -0.146  0.001
H 0.462 -6.699 0.693  0.000
C 2.832 -5.389 -2.937  0.004
C 1.943 -4.800 -3.862  0.000
H 1.000 -4.371 -3.510  0.000
C 2.254 -4.789 -5.220  -0.001
H 1.551 -4.349 -5.928  0.000
C 3.460 -5.339 -5.674  0.002
H 3.700 -5.337 -6.738  0.000
C 4.355 -5.894 -4.758  -0.001
H 5.299 -6.324 -5.097  0.000
C 4.055 -5.908 -3.393  0.001
H 4.768 -6.335 -2.685  0.000
C 3.768 -6.145 -0.362  0.006
C 4.054 -7.510 -0.191  0.001
H 3.315 -8.267 -0.462  0.000
C 5.294 -7.907 0.319  -0.001
H 5.505 -8.972 0.426  0.000
C 6.248 -6.954 0.681  0.001
H 7.221 -7.273 1.059  0.000
C 5.947 -5.590 0.560  -0.001
H 6.683 -4.841 0.848  0.000
C 4.704 -5.183 0.073  0.002
H 4.457 -4.116 0.031  -0.001
W 0.053 -0.369 0.010  1.213
C 1.497 0.853 -1.030  0.086
C 2.389 0.280 -1.870  0.014
H 1.472 1.947 -0.895  -0.006
C 2.436 -1.232 -1.894  0.094
O 3.731 -1.646 -1.378  0.012
H 3.800 -2.604 -1.478  0.001
C 1.348 -1.668 -0.991  0.051
H 2.269 -1.631 -2.913  0.006
C 0.680 -2.445 -0.200  0.169
Cl -0.918 1.893 0.181  0.037
Cl -1.773 -1.456 1.114  0.262
P -1.715 -0.219 -1.758  -0.038
C -3.305 0.587 -1.400  0.003
H -3.177 1.668 -1.274  -0.001
H -3.731 0.175 -0.478  0.001
H -3.995 0.400 -2.234  -0.001
C -1.116 0.659 -3.224  -0.006
H -0.183 0.205 -3.579  0.002
H -0.913 1.707 -2.968  0.000
H -1.874 0.608 -4.019  0.000
C -2.208 -1.872 -2.299  0.005
H -2.614 -2.419 -1.440  0.000
H -1.345 -2.421 -2.694  -0.002
H -2.976 -1.769 -3.079  -0.001
P 3.603 1.240 -2.795  -0.008
C 3.062 2.932 -2.942  0.002
C 3.686 0.472 -4.413  0.006
H 2.971 3.397 -1.949  0.000
H 2.094 2.981 -3.464  0.000
H 3.822 3.470 -3.530  0.000
H 3.850 -0.611 -4.316  0.000
H 4.514 0.921 -4.977  0.000
H 2.743 0.646 -4.953  -0.001
C 5.140 1.108 -1.894  0.008
H 5.090 1.741 -0.995  0.000
H 5.967 1.440 -2.536  0.001
H 5.281 0.062 -1.585  -0.001
H 0.532 -3.480 0.061  0.015
C 3.564 -0.060 4.210  0.000
N 2.332 0.218 3.483  0.008
C 1.171 0.806 4.001  0.002
C 0.255 0.807 2.994  0.005
N 0.832 0.203 1.864  -0.016
C 2.102 -0.106 2.200  0.031
H 4.422 0.441 3.740  0.000
H 3.464 0.302 5.242  0.000
H 3.762 -1.142 4.233  0.000
H 1.090 1.177 5.012  0.000
H -0.745 1.199 2.979  0.001
H 2.841 -0.535 1.527  0.000

---

# 2
Molecular formula: C5H11O2
Method: DFT, ωB97M-V with the def2-TZVPD basis set

As for the charge: -1. The calculation puts the frontier orbital gap at 7.15 eV. The energy relative to the best compared isomer or geometry (same formula, charge and spin) is 1.289 eV. Its HOMO energy is -3.7 eV.

Last column: Löwdin charge in e.
CARTESIAN COORDINATES (ANGSTROEM)
C 0.871 -0.299 1.346  -0.298
C 1.006 -0.644 2.902  -0.116
C 0.446 1.126 1.072  -0.130
H 1.856 -0.529 0.618  0.154
H 0.154 -0.933 0.882  0.059
H 1.097 -1.690 3.074  0.032
H -0.016 -0.424 3.410  0.091
H 1.276 1.778 0.865  0.066
H -0.187 1.027 0.257  0.036
H 1.650 -0.114 3.509  0.018
H -0.122 1.491 1.952  0.075
C -1.155 -0.774 -2.882  -0.072
C -1.195 0.819 -2.846  -0.829
O -2.258 1.416 -2.739  -0.080
O -0.007 1.193 -2.758  -0.125
H -2.059 -1.306 -3.237  0.038
H -0.944 -1.042 -1.819  0.049
H -0.413 -1.096 -3.605  0.033

---

# 3
Molecular formula: C6H9O4V
Method: DFT, ωB97M-V with the def2-TZVPD basis set

As for the charge: +1. The spin multiplicity is 4. The calculation puts the frontier orbital gap (alpha / beta) at 8.53 / 9.06 eV. The energy relative to the best compared isomer or geometry (same formula, charge and spin) is 0.989 eV. Its HOMO energy (alpha / beta) is -13.0 / -13.4 eV.

Last column: Mulliken spin population.
CARTESIAN COORDINATES (ANGSTROEM)
O 1.026 0.453 0.978  0.008
C 0.020 1.378 0.750  0.011
C 0.074 2.280 -0.229  0.005
H -0.799 1.302 1.469  0.005
H -0.749 2.988 -0.335  -0.001
H 0.950 2.381 -0.872  0.001
O 1.221 0.580 5.129  -0.005
C 1.383 1.434 4.151  -0.071
O 0.363 2.091 3.816  0.008
V 1.814 2.944 2.825  3.068
O 2.732 1.912 1.510  -0.024
C 2.294 0.787 1.213  -0.003
H 2.956 0.052 0.735  0.005
C 2.156 0.589 6.223  -0.006
H 2.340 -0.466 6.458  0.000
H 3.096 1.041 5.879  0.004
C 1.580 1.325 7.411  -0.004
H 1.492 2.400 7.203  0.001
H 0.587 0.933 7.671  0.001
H 2.242 1.190 8.277  0.000

---

# 4
Molecular formula: C2H3BrO
Method: DFT, ωB97M-V with the def2-TZVPD basis set

The calculation puts the frontier orbital gap (alpha / beta) at 7.88 / 9.63 eV. The energy relative to the best compared isomer or geometry (same formula, charge and spin) is 6.132 eV. Its HOMO energy (alpha / beta) is -8.3 / -9.8 eV.

Last column: Löwdin charge in e.
CARTESIAN COORDINATES (ANGSTROEM)
C -0.249 -0.805 -0.472  -0.139
C 0.393 0.260 0.357  -0.804
O -0.629 -0.420 0.816  -0.081
Br 1.920 0.867 1.312  0.672
H -0.818 -0.252 -1.259  0.101
H -0.039 -1.913 -0.587  0.134
H -0.577 2.263 -0.166  0.118

---

# 5
Molecular formula: C37H53N3O2P3PdS
Method: DFT, ωB97M-V with the def2-TZVPD basis set

As for the charge: +1. The spin multiplicity is 5. The calculation puts the frontier orbital gap (alpha / beta) at 6.74 / 4.93 eV. The energy relative to the best compared isomer or geometry (same formula, charge and spin) is 3.495 eV. Its HOMO energy (alpha / beta) is -8.8 / -9.1 eV.

Last column: Mulliken spin population.
CARTESIAN COORDINATES (ANGSTROEM)
Pd -0.591 -0.352 0.189  0.897
C -3.727 0.584 3.008  -0.013
C -3.968 -0.833 2.500  0.042
C -5.452 -1.170 2.637  0.015
P -3.210 -0.991 0.808  0.029
C -4.037 -2.547 0.177  -0.093
C -3.885 -3.750 1.113  0.020
C -3.681 -2.816 -1.236  0.891
C -4.032 0.246 -0.232  0.119
C -5.414 0.240 -0.455  -0.089
C -6.040 1.235 -1.175  0.134
C -5.267 2.288 -1.659  -0.061
C -3.905 2.319 -1.464  0.159
C -3.239 1.276 -0.779  -0.079
N -1.902 1.289 -0.519  0.432
C -1.017 2.076 -1.251  0.066
C -1.076 2.384 -2.615  0.114
C -0.126 3.219 -3.181  -0.039
C 0.913 3.752 -2.428  0.085
C 1.028 3.396 -1.090  -0.056
C 0.085 2.555 -0.514  0.020
P 0.136 1.841 1.137  0.099
C 1.871 2.051 1.728  0.031
C 2.260 3.439 2.242  0.005
C 2.223 0.962 2.745  0.016
C -1.027 2.794 2.200  0.050
C -1.011 4.307 1.982  0.010
C -0.854 2.434 3.677  0.017
H -4.045 0.674 4.048  -0.001
H -4.292 1.305 2.415  -0.001
H -2.675 0.844 2.952  0.002
H -3.371 -1.517 3.113  0.003
H -6.061 -0.413 2.143  0.002
H -5.719 -1.158 3.695  0.000
H -5.730 -2.145 2.242  0.002
H -5.107 -2.290 0.150  0.108
H -2.843 -4.001 1.266  -0.004
H -4.403 -4.618 0.697  0.000
H -4.318 -3.560 2.093  -0.002
H -1.229 -3.013 -1.065  -0.020
H -3.719 -2.021 -1.973  0.043
H -3.869 -3.797 -1.668  -0.006
H -6.018 -0.567 -0.059  0.002
H -7.107 1.206 -1.344  0.003
H -5.740 3.105 -2.190  -0.001
H -3.338 3.163 -1.830  0.006
H -1.880 1.985 -3.220  -0.001
H -0.199 3.461 -4.234  -0.001
H 1.628 4.426 -2.880  0.003
H 1.860 3.767 -0.507  0.000
H 2.446 1.841 0.824  -0.005
H 1.811 3.651 3.211  0.000
H 1.979 4.241 1.560  -0.001
H 3.344 3.477 2.373  0.001
H 1.667 1.085 3.676  -0.004
H 3.287 1.013 2.987  0.001
H 2.005 -0.029 2.345  -0.015
H -1.993 2.429 1.845  -0.016
H -0.115 4.772 2.391  0.001
H -1.872 4.748 2.490  0.000
H -1.082 4.563 0.925  -0.004
H 0.062 2.860 4.083  0.001
H -0.822 1.356 3.845  -0.003
H -1.686 2.840 4.255  0.000
S 6.249 -0.922 -3.148  0.000
C 4.764 -0.599 -2.211  -0.001
C 3.828 0.324 -2.652  0.000
C 2.694 0.547 -1.882  0.005
N 2.449 -0.086 -0.736  0.015
C 3.343 -0.986 -0.331  0.010
C 4.509 -1.274 -1.024  0.005
C 7.270 0.368 -2.446  0.000
C 7.328 1.621 -3.036  0.000
C 8.131 2.588 -2.447  0.000
N 8.852 2.379 -1.350  0.000
C 8.798 1.168 -0.804  0.000
C 8.028 0.130 -1.311  0.000
H 3.973 0.863 -3.578  0.000
H 1.964 1.272 -2.229  -0.005
H 3.113 -1.488 0.602  -0.012
H 5.209 -2.005 -0.642  0.000
H 6.766 1.840 -3.934  0.000
H 8.197 3.579 -2.883  0.000
H 9.401 1.015 0.084  0.000
H 8.025 -0.840 -0.833  0.000
O 0.617 -1.800 0.310  1.038
C 1.483 -4.443 -1.093  -0.001
P -0.200 -4.835 -0.692  0.005
C -0.948 -5.580 -2.134  0.001
C -0.211 -6.011 0.637  0.001
O -1.112 -3.629 -0.308  0.024
H 1.920 -5.371 -1.471  0.000
H 2.012 -4.082 -0.214  0.000
H 1.534 -3.673 -1.861  0.000
H -0.322 -6.408 -2.473  0.001
H -1.020 -4.859 -2.949  -0.002
H -1.943 -5.944 -1.882  0.000
H 0.369 -6.883 0.332  0.000
H -1.232 -6.315 0.866  0.000
H 0.250 -5.573 1.522  0.000

---

# 6
Molecular formula: C7H10N4O3
Method: DFT, ωB97M-V with the def2-TZVPD basis set

As for the charge: -2. The calculation puts the frontier orbital gap (alpha / beta) at 7.52 / 6.48 eV. The energy relative to the best compared isomer or geometry (same formula, charge and spin) is 1.354 eV. Its HOMO energy (alpha / beta) is -1.7 / -0.7 eV.

Last column: Löwdin charge in e.
CARTESIAN COORDINATES (ANGSTROEM)
C 2.283 -0.348 -1.037  -0.282
C 0.648 1.957 1.847  -0.732
C -0.984 -1.547 -0.448  -0.050
C -2.335 -0.055 1.124  -0.049
C -0.840 0.945 -0.740  -0.033
C 1.064 0.480 1.300  0.015
C -1.053 -0.213 0.244  -0.619
N 3.370 -1.155 -0.955  -0.135
N 1.931 -0.070 -2.273  -0.111
N 3.695 -1.397 -2.221  -0.205
N 2.827 -0.757 -2.992  -0.214
O 1.567 2.666 2.222  -0.055
O -0.573 2.118 1.798  -0.079
O -0.036 -0.391 1.289  -0.163
H -1.929 -1.528 -0.983  0.062
H -0.120 -1.577 -1.056  0.052
H -1.122 -2.358 0.305  0.095
H -2.242 1.055 1.269  0.073
H -2.318 -0.734 1.956  0.057
H -3.280 -0.382 0.568  0.075
H -1.746 0.596 -1.436  0.123
H -0.912 1.969 -0.359  0.076
H 0.101 0.735 -1.168  0.001
H 2.004 -0.011 1.745  0.099

---

# 7
Molecular formula: C17H32EuN3OS5
Method: DFT, ωB97M-V with the def2-TZVPD basis set

As for the charge: +1. The spin multiplicity is 8. The calculation puts the frontier orbital gap (alpha / beta) at 7.34 / 8.27 eV. The energy relative to the best compared isomer or geometry (same formula, charge and spin) is 0.846 eV. Its HOMO energy (alpha / beta) is -9.3 / -10.2 eV.

Last column: Mulliken spin population.
CARTESIAN COORDINATES (ANGSTROEM)
Eu -0.256 0.029 0.571  6.973
C -0.832 2.523 -2.713  -0.007
C -2.033 1.624 -2.494  0.005
S -1.611 -0.102 -2.078  0.019
C -0.965 -0.636 -3.722  0.001
C -0.289 -1.991 -3.709  0.000
S 1.184 -2.087 -2.638  0.002
C 2.407 -1.034 -3.500  0.000
C 3.344 -0.444 -2.466  0.000
S 2.503 0.655 -1.276  0.004
C 2.500 2.178 -2.306  -0.001
C 1.704 3.285 -1.646  0.000
S 0.033 2.776 -1.119  0.004
H -1.165 3.496 -3.081  0.000
H -0.135 2.102 -3.436  0.000
H -2.677 1.600 -3.373  -0.001
H -2.610 1.974 -1.636  0.002
H -0.272 0.130 -4.066  -0.001
H -1.823 -0.670 -4.396  0.000
H 0.010 -2.265 -4.722  0.000
H -0.955 -2.761 -3.322  0.001
H 1.870 -0.260 -4.048  0.000
H 2.962 -1.650 -4.208  0.000
H 4.142 0.124 -2.947  0.000
H 3.788 -1.236 -1.865  0.000
H 2.092 1.925 -3.287  -0.001
H 3.540 2.488 -2.426  0.001
H 1.612 4.144 -2.310  0.001
H 2.178 3.594 -0.715  0.000
N -2.310 -0.366 2.229  -0.003
C -2.027 -1.133 3.458  -0.005
C -0.952 -2.180 3.165  0.016
C -1.416 -3.194 2.105  -0.004
C -0.263 -3.630 1.204  -0.002
N 0.072 -2.535 0.274  0.008
H -2.401 0.619 2.476  0.000
H -3.208 -0.646 1.839  0.001
H -2.929 -1.618 3.848  -0.001
H -1.645 -0.456 4.225  0.000
H -0.700 -2.703 4.088  -0.001
H -0.048 -1.646 2.820  0.003
H -2.185 -2.752 1.461  0.003
H -1.851 -4.069 2.587  -0.001
H -0.541 -4.535 0.651  -0.001
H 0.614 -3.865 1.810  0.001
H -0.556 -2.616 -0.529  0.001
H 1.009 -2.704 -0.094  -0.002
O -1.024 1.973 1.495  -0.001
N -0.136 2.890 1.802  -0.003
C -0.530 4.172 1.773  0.000
C 0.330 5.203 2.045  0.000
C 1.653 4.906 2.374  0.000
C 2.046 3.591 2.427  0.004
C 1.148 2.555 2.130  -0.004
S 1.635 0.919 2.198  -0.012
H -1.565 4.314 1.507  0.000
H -0.024 6.218 1.998  0.000
H 2.353 5.697 2.581  0.000
H 3.050 3.306 2.698  0.000

---

# 8
Molecular formula: C3H4S
Method: DFT, ωB97M-V with the def2-TZVPD basis set

The spin multiplicity is 3. The calculation puts the frontier orbital gap (alpha / beta) at 5.49 / 8.19 eV. The energy relative to the best compared isomer or geometry (same formula, charge and spin) is 1.116 eV. Its HOMO energy (alpha / beta) is -4.7 / -10.0 eV.

Last column: Mulliken spin population.
CARTESIAN COORDINATES (ANGSTROEM)
C 0.414 -0.441 0.468  0.742
C 1.017 0.012 -0.631  0.764
C -0.906 0.149 0.304  -0.011
S -0.315 0.999 -1.242  0.396
H 0.843 -1.129 1.102  0.043
H 2.065 -0.150 -0.971  -0.003
H -1.802 -0.364 0.018  0.032
H -1.316 0.924 0.952  0.038

---

# 9
Molecular formula: C5H16N3
Method: DFT, ωB97M-V with the def2-TZVPD basis set

As for the charge: +1. The calculation puts the frontier orbital gap at 8.98 eV. The energy relative to the best compared isomer or geometry (same formula, charge and spin) is 2.859 eV. Its HOMO energy is -11.6 eV.

Last column: Löwdin charge in e.
CARTESIAN COORDINATES (ANGSTROEM)
C -0.891 1.384 1.127  -0.039
C 0.344 1.454 -1.480  0.002
C 0.139 -0.944 -1.701  -0.014
C 0.570 -1.204 1.638  -0.045
C -0.768 0.142 0.297  -0.398
N 1.802 -0.776 1.066  -0.027
N -1.967 -0.468 -0.047  0.113
N 0.250 0.176 -0.753  -0.215
H 0.083 1.786 1.389  0.088
H -1.412 1.145 2.050  0.094
H -1.467 2.155 0.613  0.097
H 1.084 1.372 -2.271  0.106
H -0.621 1.695 -1.924  0.118
H 0.636 2.259 -0.814  0.098
H 0.984 -0.925 -2.385  0.110
H 0.149 -1.886 -1.159  0.099
H -0.784 -0.866 -2.276  0.110
H 0.343 -0.859 2.632  0.075
H 0.275 -2.214 1.407  0.073
H 2.406 -1.530 0.759  0.115
H 2.325 -0.150 1.669  0.117
H -2.719 -0.258 0.593  0.109
H -1.942 -1.452 -0.274  0.097
H 1.180 -0.034 -0.157  0.116

---

# 10
Molecular formula: CHBeO3
Method: DFT, ωB97M-V with the def2-TZVPD basis set

As for the charge: +1. The calculation puts the frontier orbital gap at 9.01 eV. The energy relative to the best compared isomer or geometry (same formula, charge and spin) is 0.930 eV. Its HOMO energy is -17.1 eV.

Last column: Löwdin charge in e.
CARTESIAN COORDINATES (ANGSTROEM)
O -1.426 -0.083 0.376  0.160
C -0.336 0.442 0.070  -0.590
O 0.342 -0.569 -0.592  0.033
O 0.502 1.066 0.794  0.125
H -0.642 -1.245 -0.449  0.351
Be 1.561 0.388 -0.198  0.922

---

Number 1: calculated total energy -3479.05776 a.u.. Number 2: calculated total energy -347.60231 a.u.. Number 3: calculated total energy -1478.63748 a.u.. Number 4: calculated total energy -2727.03055 a.u.. Number 5: calculated total energy -3306.20696 a.u.. Number 6: calculated total energy -717.28800 a.u.. Number 7: calculated total energy -3607.59428 a.u.. Number 8: calculated total energy -514.68346 a.u.. Number 9: calculated total energy -364.07030 a.u.. Number 10: calculated total energy -278.81435 a.u..